(1)
{"formula": "C4H7NO", "method": "the ωB97M-V functional and the def2-TZVPD basis", "homo_lumo_gap_ev": 8.5, "e_tot_ha": -286.39577, "lumo_ha": -0.01267, "de_lowest_kj_mol": 619.3, "symbols": ["O", "N", "C", "C", "C", "C", "H", "H", "H", "H", "H", "H", "H"], "positions_angstrom": [[2.521977, -0.474829, -0.316728], [1.909488, 0.614960, -0.068458], [0.596014, 0.502471, -0.288119], [-0.139081, -0.672934, -0.471522], [-1.391320, -0.026638, 0.095484], [-0.579986, 1.306890, 0.218211], [1.668030, -1.493935, 0.319668], [-0.044296, -1.477872, -1.192808], [0.835780, -1.642721, 0.489785], [-2.244124, -0.008403, -0.590631], [-1.718454, -0.436128, 1.054829], [-0.930829, 2.079859, -0.471510], [-0.483205, 1.729274, 1.221797]], "atomic_forces_ev_per_a": [[-0.1, -0.1, 0.1], [-0.3, -0.1, -0.1], [0.2, 0.0, 0.1], [0.1, -0.1, -0.1], [-0.2, -0.1, 0.0], [0.0, 0.2, 0.1], [0.1, 0.2, -0.2], [0.0, 0.1, 0.1], [-0.1, 0.0, 0.0], [0.1, 0.0, 0.1], [0.1, 0.1, -0.1], [0.0, -0.1, 0.1], [0.0, -0.1, -0.1]], "nbo_charge": [-0.3985, 0.0215, 0.0418, -0.1152, -0.4361, -0.4181, 0.1793, 0.2392, -0.0070, 0.2221, 0.2299, 0.2209, 0.2203]}

(2)
{"formula": "C4H12N3", "method": "the ωB97M-V functional and the def2-TZVPD basis", "multiplicity": 2, "homo_lumo_gap_ev": [4.3, 9.9], "e_tot_ha": -323.71643, "lumo_ha": [0.02984, 0.02390], "de_lowest_kj_mol": 219.9, "symbols": ["C", "C", "C", "C", "N", "N", "N", "H", "H", "H", "H", "H", "H", "H", "H", "H", "H", "H", "H"], "positions_angstrom": [[0.605492, 1.136610, -1.751397], [-0.560237, 0.215927, -1.286222], [-0.462973, -0.184593, 0.179372], [-0.590299, -1.442058, 0.573945], [-0.600903, -1.789580, 1.996571], [-0.506436, 0.871568, 1.145704], [1.695726, 1.234919, -0.776419], [0.188569, 2.129267, -1.893223], [1.045801, 0.703699, -2.640793], [-0.490305, -0.659192, -1.922957], [-1.523090, 0.723941, -1.280787], [-0.640852, -2.243654, -0.134623], [-1.436535, -1.399565, 2.444995], [-0.674167, -2.817954, 2.200936], [0.220882, -1.418245, 2.555536], [0.417606, 1.303311, 1.171417], [-1.054710, 1.662614, 0.791841], [1.808821, 0.428024, -0.182306], [2.557610, 1.544961, -1.191589]], "atomic_forces_ev_per_a": [[0.1, -0.3, 0.9], [1.2, -0.2, 1.1], [-0.5, 0.4, -0.3], [0.1, 0.0, -0.2], [-0.4, -0.1, 0.3], [0.3, 0.6, 0.0], [-0.5, 0.6, 0.5], [0.2, 0.2, -0.5], [-0.5, 0.3, -0.7], [-0.7, -0.2, 0.0], [-0.1, 0.0, -0.8], [0.1, -0.3, 0.1], [-0.1, 0.2, 0.1], [0.2, -0.1, -0.3], [0.3, 0.0, -0.1], [0.1, -0.2, 0.3], [-0.2, -0.4, 0.0], [0.3, -0.3, -0.3], [0.1, -0.2, 0.0]], "nbo_charge": [-0.2123, -0.4537, 0.1628, -0.2111, -1.0587, -0.8749, -0.8769, 0.1867, 0.1815, 0.2207, 0.2183, 0.2248, 0.4183, 0.2934, 0.2899, 0.3949, 0.3595, 0.3638, 0.3729]}

(3)
{"formula": "C19H23ClN2S", "method": "the ωB97M-V functional and the def2-TZVPD basis", "homo_lumo_gap_ev": 8.9, "e_tot_ha": -1705.67629, "lumo_ha": 0.02675, "smiles": "CC1(C)CN([C@@H]2C[C@@H](c3ccsc3)c3ccc(Cl)cc32)CCN1", "de_lowest_kj_mol": 37.6, "symbols": ["Cl", "S", "C", "C", "C", "C", "C", "C", "C", "C", "C", "C", "N", "N", "C", "C", "C", "C", "C", "C", "C", "C", "C", "H", "H", "H", "H", "H", "H", "H", "H", "H", "H", "H", "H", "H", "H", "H", "H", "H", "H", "H", "H", "H", "H", "H"], "positions_angstrom": [[2.806500, 2.784390, 2.644173], [-3.749611, 0.325788, 5.338955], [-5.155967, 0.904781, 4.429427], [-2.710009, 0.662763, 3.924305], [-4.852163, 1.264809, 3.176455], [-3.438417, 1.099500, 2.825861], [0.172032, 3.562791, 2.591935], [-1.179252, 3.337337, 2.279335], [0.795332, 1.485817, 1.529109], [1.147635, 2.634442, 2.218055], [-1.535586, 2.152011, 1.627314], [-0.559811, 1.256182, 1.227211], [-0.468943, -0.457837, -0.541149], [0.681741, -1.467669, -3.018225], [0.554769, -3.748645, -2.263925], [2.063665, -2.120939, -1.117927], [-2.905130, 1.554736, 1.500455], [-0.587092, 0.286211, -1.828306], [0.622795, -0.018227, -2.735472], [-0.410176, -1.947024, -0.769319], [-1.181601, 0.013005, 0.655332], [-2.669600, 0.367591, 0.504352], [0.715098, -2.303903, -1.787970], [-6.145164, 0.938269, 4.834327], [-1.626595, 0.605440, 3.914011], [-5.620027, 1.677121, 2.528686], [0.460836, 4.502861, 3.068081], [-1.960994, 4.039238, 2.634417], [1.521275, 0.782721, 1.204506], [1.471780, -1.685354, -3.609362], [0.576009, -4.433574, -1.422593], [-0.373429, -3.929963, -2.787223], [1.348738, -4.024530, -2.955686], [2.231828, -1.075661, -0.790195], [2.095181, -2.732942, -0.226241], [2.823341, -2.434604, -1.826334], [-3.564158, 2.343748, 1.103345], [-1.532850, 0.002084, -2.318318], [-0.630013, 1.350971, -1.649155], [1.558277, 0.282989, -2.238639], [0.543890, 0.500703, -3.688755], [-1.397350, -2.244170, -1.150915], [-0.272244, -2.475709, 0.156630], [-1.135918, -0.750964, 1.419628], [-3.294245, -0.484937, 0.709316], [-2.853448, 0.780228, -0.546451]], "atomic_forces_ev_per_a": [[0.4, 0.5, 0.2], [0.0, 0.8, -2.0], [1.0, -0.6, 0.8], [-1.4, 0.2, -0.7], [0.9, -0.1, -0.7], [-0.7, 0.3, 2.0], [-0.4, 0.6, -0.3], [0.2, 0.0, 0.4], [-1.5, 0.2, -0.4], [-0.9, -0.5, -0.2], [0.7, 0.2, 0.7], [0.6, 0.6, 0.6], [1.0, -0.9, -0.1], [-1.4, 0.5, 0.7], [0.0, 0.0, 0.3], [-0.1, 0.4, 0.5], [0.0, 0.1, -0.6], [0.1, -1.0, 0.7], [0.0, -1.0, 0.4], [-0.7, 2.1, -1.4], [0.3, 0.0, -1.2], [-0.1, 1.7, -1.2], [-0.1, 0.2, -0.5], [-0.2, -0.1, 0.5], [-0.2, -0.2, 0.4], [0.3, -0.1, -0.2], [0.0, -0.4, 0.0], [0.7, -0.4, -0.3], [0.6, -0.5, -0.1], [0.1, -0.1, 0.1], [0.2, -0.2, 0.2], [-0.4, 0.3, -0.1], [0.2, 0.0, 0.0], [-0.1, -0.6, -0.3], [0.3, -0.3, 0.3], [0.4, 0.0, 0.1], [-0.2, -0.6, 0.0], [0.2, 0.0, -0.3], [0.1, 0.3, 0.3], [-0.3, 0.4, 0.0], [-0.1, 0.1, 0.0], [0.1, -0.3, -0.3], [0.4, -0.1, 0.5], [0.4, -0.5, 0.1], [-0.4, -0.2, -0.1], [0.1, -0.8, 1.3]], "nbo_charge": [0.0104, 0.3712, -0.3676, -0.3890, -0.2637, -0.0559, -0.2380, -0.1784, -0.2471, -0.0403, -0.0384, 0.0717, -0.4681, -0.6409, -0.6034, -0.6291, -0.2648, -0.2309, -0.2200, -0.2125, -0.0719, -0.3983, 0.1081, 0.2338, 0.2425, 0.2232, 0.2283, 0.2215, 0.2299, 0.3591, 0.2046, 0.2204, 0.2059, 0.2183, 0.2058, 0.2026, 0.2227, 0.1741, 0.2106, 0.1701, 0.2036, 0.1735, 0.2045, 0.2097, 0.2211, 0.2111]}

(4)
{"formula": "C49H51N3O3P2PdS", "method": "the ωB97M-V functional and the def2-TZVPD basis", "total_charge": -2, "homo_lumo_gap_ev": 4.9, "e_tot_ha": -3496.65966, "lumo_ha": 0.15007, "de_lowest_kj_mol": 0.0, "symbols": ["Pd", "C", "N", "P", "C", "C", "C", "C", "C", "C", "C", "C", "C", "C", "C", "C", "P", "C", "C", "C", "C", "C", "C", "C", "C", "C", "C", "C", "C", "H", "H", "H", "H", "H", "H", "H", "H", "H", "H", "H", "H", "H", "H", "H", "H", "H", "H", "H", "H", "H", "H", "H", "C", "C", "C", "C", "C", "C", "C", "S", "O", "O", "N", "C", "C", "C", "C", "C", "N", "H", "H", "H", "H", "H", "H", "H", "H", "H", "H", "H", "C", "C", "C", "C", "C", "C", "C", "C", "C", "C", "C", "C", "O", "H", "H", "H", "H", "H", "H", "H", "H", "H", "H", "H", "H", "H", "H", "H", "H", "H"], "positions_angstrom": [[0.212035, -0.072731, -0.031007], [-1.531948, -3.986364, 1.002206], [-1.120341, -2.639532, 0.661267], [-1.817853, -1.113128, 1.140702], [-3.175811, -1.837003, 2.255205], [-2.935010, -1.771333, 3.625396], [-3.847542, -2.271695, 4.547705], [-5.034144, -2.838618, 4.107720], [-5.300125, -2.898790, 2.744126], [-4.380223, -2.402627, 1.831526], [-2.938068, -0.728809, -0.271931], [-3.127218, -1.590664, -1.348550], [-3.953835, -1.235012, -2.405339], [-4.601355, -0.006154, -2.398847], [-4.409140, 0.863654, -1.332819], [-3.580570, 0.506417, -0.279359], [0.335086, -2.191499, -0.117289], [0.384986, -3.363372, -1.544345], [0.763748, -4.703951, -1.478320], [0.730883, -5.508467, -2.608981], [0.317913, -4.981558, -3.826236], [-0.050768, -3.645654, -3.908242], [-0.008379, -2.842742, -2.776712], [1.617212, -2.929927, 0.973815], [2.912666, -3.139547, 0.503733], [3.940570, -3.483719, 1.366314], [3.688872, -3.631099, 2.724857], [2.403775, -3.426910, 3.206739], [1.378396, -3.074997, 2.339247], [-2.282311, -4.383041, 0.306164], [-1.952211, -4.041632, 2.009044], [-0.664196, -4.648571, 0.971696], [-2.016211, -1.304667, 3.968609], [-3.635920, -2.207234, 5.609035], [-5.754188, -3.222841, 4.821217], [-6.230178, -3.332860, 2.393483], [-4.601410, -2.448017, 0.770939], [-2.602308, -2.539770, -1.362338], [-4.080153, -1.912454, -3.242797], [-5.234403, 0.281458, -3.230415], [-4.883984, 1.837844, -1.334777], [-3.382810, 1.207331, 0.521773], [1.104390, -5.118048, -0.536227], [1.031921, -6.547828, -2.541618], [0.296679, -5.608149, -4.710405], [-0.355786, -3.222428, -4.857734], [-0.268180, -1.789497, -2.828127], [3.122323, -3.004442, -0.550041], [4.944631, -3.612949, 0.979114], [4.493721, -3.883743, 3.404780], [2.200291, -3.523175, 4.267129], [0.383351, -2.885090, 2.725950], [7.771756, -3.202597, -2.241597], [6.853426, -2.008373, -2.222304], [7.341383, -0.733558, -1.967865], [6.485711, 0.362200, -1.909351], [5.128156, 0.186373, -2.105718], [4.625292, -1.082290, -2.367122], [5.482689, -2.166387, -2.428356], [3.975798, 1.560853, -2.028969], [3.304872, 1.534582, -3.309893], [4.807132, 2.726981, -1.769179], [2.953329, 1.160826, -0.916543], [3.228316, 1.206038, 0.420603], [4.409062, 1.718986, 1.012977], [4.561870, 1.672146, 2.378788], [3.564221, 1.119640, 3.174926], [2.440745, 0.646769, 2.523852], [2.262906, 0.682151, 1.210239], [8.802857, -2.904225, -2.437116], [7.472669, -3.919184, -3.008498], [7.755078, -3.725927, -1.281717], [8.405935, -0.592734, -1.808726], [6.856920, 1.358830, -1.708789], [3.558065, -1.194248, -2.519670], [5.084678, -3.155626, -2.633003], [5.157496, 2.181248, 0.389739], [5.462364, 2.078196, 2.828851], [3.645593, 1.067491, 4.252727], [1.625941, 0.198336, 3.084104], [-0.638093, 2.001249, 3.518588], [-0.857654, 3.392420, 2.922922], [-2.332482, 3.613242, 2.572945], [0.044861, 3.683333, 1.739291], [1.034371, 4.643814, 1.877957], [1.836969, 5.028523, 0.811254], [1.566476, 4.472930, -0.432303], [0.580244, 3.515854, -0.629805], [0.268175, 3.169510, -2.081158], [-0.211906, 1.760368, -2.416471], [-0.758141, 4.185938, -2.607571], [-0.144524, 3.002278, 0.489893], [-0.965972, 2.002060, 0.389253], [-1.340864, 1.812464, 4.339668], [0.377634, 1.914232, 3.910763], [-0.778067, 1.239796, 2.751303], [-0.597093, 4.127109, 3.696846], [-2.612950, 2.950011, 1.755973], [-2.497598, 4.643406, 2.246626], [-2.975395, 3.414484, 3.437592], [1.176460, 5.103943, 2.854378], [2.639168, 5.745734, 0.940449], [2.156429, 4.780051, -1.292551], [1.198414, 3.317263, -2.638894], [-1.168159, 1.533080, -1.945612], [0.522270, 1.010535, -2.104698], [-0.307456, 1.669336, -3.504211], [-1.701246, 4.074615, -2.063797], [-0.955946, 4.025679, -3.673232], [-0.407184, 5.210582, -2.466433]], "atomic_forces_ev_per_a": [[0.2, 0.3, 0.3], [-0.1, 0.0, -0.1], [0.2, 0.0, 0.2], [-0.3, -0.1, 0.0], [0.0, -0.1, -0.1], [0.0, 0.0, 0.0], [0.0, 0.0, 0.0], [0.0, 0.0, 0.0], [0.0, 0.0, 0.0], [0.0, 0.0, 0.0], [0.0, 0.0, 0.0], [0.0, 0.0, 0.0], [0.0, 0.0, 0.0], [0.0, 0.0, 0.0], [0.0, 0.0, 0.0], [0.0, 0.0, 0.0], [0.0, -0.1, 0.1], [0.0, 0.0, 0.0], [0.0, 0.0, 0.0], [0.0, 0.0, 0.0], [0.0, 0.0, 0.0], [0.0, 0.0, 0.0], [0.0, 0.0, 0.0], [0.0, 0.0, 0.0], [0.0, 0.0, 0.0], [0.0, 0.0, 0.0], [0.0, 0.0, 0.0], [0.0, 0.0, 0.0], [0.0, 0.0, 0.0], [0.0, 0.0, 0.0], [0.0, 0.0, 0.0], [0.0, 0.0, 0.0], [0.0, 0.0, 0.0], [0.0, 0.0, 0.0], [0.0, 0.0, 0.0], [0.0, 0.0, 0.0], [0.0, 0.0, 0.0], [0.0, 0.0, 0.0], [0.0, 0.0, 0.0], [0.0, 0.0, 0.0], [0.0, 0.0, 0.0], [0.0, 0.0, 0.0], [0.0, 0.0, 0.0], [0.0, 0.0, 0.0], [0.0, 0.0, 0.0], [0.0, 0.0, 0.0], [0.0, 0.0, 0.0], [0.0, 0.0, -0.1], [0.0, 0.0, 0.0], [0.0, 0.0, 0.0], [0.0, 0.0, 0.0], [0.0, 0.0, 0.0], [0.0, 0.0, 0.0], [0.0, 0.0, 0.0], [0.0, 0.0, 0.0], [0.0, 0.0, 0.1], [0.0, 0.0, 0.0], [0.0, 0.0, 0.0], [0.0, 0.0, 0.0], [0.0, 0.0, 0.1], [0.0, 0.0, 0.0], [0.0, 0.0, 0.0], [0.0, 0.1, 0.0], [0.0, -0.1, 0.0], [0.0, 0.0, 0.0], [0.0, 0.0, 0.0], [0.0, 0.0, 0.0], [-0.1, -0.2, 0.0], [0.0, 0.2, -0.3], [0.0, 0.0, 0.0], [0.0, 0.0, 0.0], [0.0, 0.0, 0.0], [0.0, 0.0, 0.0], [0.0, 0.0, 0.0], [0.0, 0.0, 0.0], [0.0, 0.0, 0.0], [0.0, 0.0, 0.0], [0.0, 0.0, 0.0], [0.0, 0.0, 0.0], [0.0, 0.0, 0.0], [0.0, 0.0, 0.0], [0.0, 0.0, 0.0], [0.0, 0.0, 0.0], [0.0, -0.1, 0.0], [0.0, 0.0, 0.0], [0.0, 0.0, 0.0], [0.1, 0.0, 0.0], [0.1, 0.0, 0.0], [-0.1, 0.0, 0.0], [0.1, 0.0, 0.0], [0.0, 0.0, 0.0], [0.0, 0.2, 0.0], [0.0, -0.2, -0.1], [0.0, 0.0, 0.0], [0.0, 0.0, 0.0], [0.0, 0.0, 0.0], [0.0, 0.0, 0.0], [0.0, 0.0, 0.0], [0.0, 0.0, 0.0], [0.0, 0.0, 0.0], [0.0, 0.0, 0.0], [0.0, 0.0, 0.0], [0.0, 0.0, 0.0], [0.0, 0.0, 0.0], [0.0, 0.0, 0.0], [0.0, 0.0, 0.0], [0.0, 0.0, 0.0], [0.0, 0.0, 0.0], [0.0, 0.0, 0.0], [0.0, 0.0, 0.0]], "lowdin_charge": [0.3510, -0.1621, -0.5236, 0.9347, -0.3410, -0.1196, -0.1096, -0.1232, -0.1052, -0.0945, -0.3785, -0.1161, -0.1046, -0.1169, -0.0914, -0.1006, 0.7783, -0.3221, -0.1039, -0.1052, -0.1152, -0.0935, -0.1012, -0.3376, -0.0989, -0.0904, -0.1128, -0.1012, -0.1011, 0.0726, 0.0660, 0.0608, 0.0892, 0.0904, 0.0862, 0.0902, 0.0965, 0.0848, 0.0900, 0.0855, 0.0956, 0.0855, 0.0959, 0.0906, 0.0885, 0.0965, 0.0934, 0.0910, 0.0932, 0.0877, 0.0923, 0.0915, -0.0700, -0.2959, -0.0582, -0.0578, -0.2597, -0.0580, -0.0568, 0.5354, -0.3359, -0.3597, -0.0996, -0.3779, -0.0272, -0.1051, -0.1076, -0.1772, 0.0795, 0.0652, 0.0695, 0.0728, 0.0999, 0.1032, 0.1126, 0.1073, 0.0803, 0.0909, 0.0803, 0.0895, -0.0808, -0.3782, -0.0763, -0.1560, -0.0883, -0.1341, -0.0826, -0.1493, -0.3688, -0.1057, -0.0778, -0.3414, -0.1996, 0.0646, 0.0585, 0.0328, 0.1133, 0.0498, 0.0725, 0.0631, 0.0897, 0.0735, 0.1062, 0.1131, 0.0523, 0.0239, 0.0724, 0.0772, 0.0626, 0.0659]}

Repeat the first record exactly.
{"formula": "C4H7NO", "method": "the ωB97M-V functional and the def2-TZVPD basis", "homo_lumo_gap_ev": 8.5, "e_tot_ha": -286.39577, "lumo_ha": -0.01267, "de_lowest_kj_mol": 619.3, "symbols": ["O", "N", "C", "C", "C", "C", "H", "H", "H", "H", "H", "H", "H"], "positions_angstrom": [[2.521977, -0.474829, -0.316728], [1.909488, 0.614960, -0.068458], [0.596014, 0.502471, -0.288119], [-0.139081, -0.672934, -0.471522], [-1.391320, -0.026638, 0.095484], [-0.579986, 1.306890, 0.218211], [1.668030, -1.493935, 0.319668], [-0.044296, -1.477872, -1.192808], [0.835780, -1.642721, 0.489785], [-2.244124, -0.008403, -0.590631], [-1.718454, -0.436128, 1.054829], [-0.930829, 2.079859, -0.471510], [-0.483205, 1.729274, 1.221797]], "atomic_forces_ev_per_a": [[-0.1, -0.1, 0.1], [-0.3, -0.1, -0.1], [0.2, 0.0, 0.1], [0.1, -0.1, -0.1], [-0.2, -0.1, 0.0], [0.0, 0.2, 0.1], [0.1, 0.2, -0.2], [0.0, 0.1, 0.1], [-0.1, 0.0, 0.0], [0.1, 0.0, 0.1], [0.1, 0.1, -0.1], [0.0, -0.1, 0.1], [0.0, -0.1, -0.1]], "nbo_charge": [-0.3985, 0.0215, 0.0418, -0.1152, -0.4361, -0.4181, 0.1793, 0.2392, -0.0070, 0.2221, 0.2299, 0.2209, 0.2203]}